DFT (ωB97M-V with the def2-TZVPD basis set) results for a molecular structure, C34H59BrNP3Pb.

Orbital gap (alpha / beta) in eV: 3.39 / 3.37
E_tot in eV: -140841.7213
Relative energy (zero: lowest compared OMol25 entry of this formula, charge and spin) in eV: 3.513

The geometry in ORCA input format:
```
! RIJCOSX wB97M-V def2-TZVPD def2/J DEFGRID3
* xyz 2 1
Pb -1.474 4.289 0.640
Br 1.498 -1.974 0.020
P 1.113 -3.952 -1.606
P 2.102 4.285 0.287
P -0.103 0.556 2.823
N -6.444 4.422 -3.094
C -0.004 -2.540 -3.762
C 0.679 0.250 -1.600
C 0.234 5.766 -1.305
C -0.890 1.694 4.037
C -1.898 0.342 -0.494
C -4.651 5.264 -1.742
C -4.784 2.912 -2.294
C -1.532 -1.438 4.360
C -2.848 3.695 -0.980
C 1.486 -0.008 5.181
C 2.453 -5.111 -1.222
C -1.095 -5.593 -2.143
C -2.330 2.063 3.678
C 1.308 -3.119 -3.217
C 0.221 -0.758 -0.748
C 1.450 3.663 1.891
C 1.449 0.000 3.656
C -0.545 -4.545 -1.165
C -4.097 3.973 -1.670
C 4.484 3.060 -0.632
C -0.623 -5.039 0.293
C 2.810 -5.146 0.275
C 0.968 4.419 -1.165
C -1.158 -0.954 2.960
C -0.173 1.309 -1.888
C -1.369 1.466 -1.153
C -1.109 -0.796 -0.326
C 2.449 4.012 3.010
C 3.048 2.756 -0.191
C -5.953 3.190 -3.007
C 2.199 -6.525 -1.767
C 2.032 -3.985 -4.260
C -1.929 2.766 -0.895
C -5.826 5.436 -2.493
H -1.681 -5.221 0.538
H -0.478 -1.849 -3.054
H 0.086 2.049 -2.648
H -2.894 0.407 -0.056
H -0.718 -3.327 -4.038
H -1.179 -3.642 -1.236
H 3.054 2.077 0.675
H 0.500 4.161 2.149
H -2.433 2.374 2.626
H 0.127 6.302 -0.349
H -0.682 -1.891 4.882
H -4.422 1.886 -2.236
H 2.109 -3.409 -5.193
H 0.229 -1.968 -4.670
H -2.147 -5.778 -1.880
H -4.196 6.119 -1.244
H 2.453 -0.405 5.515
H -0.562 -6.549 -2.061
H 4.502 3.740 -1.492
H 3.155 -7.070 -1.762
H 2.050 3.698 3.985
H 5.071 3.512 0.179
H 3.433 3.542 2.871
H 1.958 -5.448 0.895
H 3.614 -5.878 0.424
H -3.028 1.232 3.846
H 1.500 -7.088 -1.131
H 0.710 -0.642 5.624
H -0.086 -5.990 0.432
H 2.595 5.102 3.045
H 0.799 6.421 -1.981
H 1.660 -1.004 3.257
H 1.830 -6.535 -2.802
H -0.832 1.234 5.031
H -1.070 -5.260 -3.187
H -6.488 2.388 -3.522
H -0.615 -1.746 2.419
H -2.302 -2.215 4.277
H -6.272 6.427 -2.608
H -2.068 -0.740 2.377
H 1.477 -4.910 -4.482
H -1.947 -0.640 4.986
H 1.684 0.214 -2.017
H -2.665 2.902 4.303
H 3.174 -4.175 0.621
H -0.239 -4.297 1.007
H -0.763 5.623 -1.745
H -0.267 2.604 4.061
H 1.967 -2.269 -2.956
H 2.499 2.249 -1.000
H 4.987 2.130 -0.931
H 1.605 4.264 -2.051
H -1.506 -1.677 0.173
H 1.279 2.575 1.823
H 0.281 3.564 -1.143
H 2.239 0.664 3.268
H 3.052 -4.245 -3.945
H 1.389 1.000 5.599
H 3.324 -4.693 -1.759
*
```